ORCA calculation (wB97M-V/def2-TZVPD) on a 11-piece molecular cluster, C32H86O11 overall in a non-equilibrium geometry.

Computed properties:
- HOMO-LUMO gap (eV) = 9.962
- maximum force (eV/A) = 3.989
- SMILES = CC(C)O.CC(C)O.CC(C)O.CC(C)O.CC(C)O.CC(C)O.CC(C)O.CC(C)O.CC(C)O.CC(C)O.CCO
- relative energy (zero: lowest compared OMol25 entry of this formula, charge and spin) (kcal/mol) = 123.5
- E (a.u.) = -2098.25611

Last column: Mulliken charge in e.
Cartesian coordinates (Å):
C -10.07246 7.74360 9.72518  -1.1531
C -10.44597 8.87486 10.60667  0.4385
C -11.86539 8.86407 11.10475  -1.2672
O -9.53832 8.88436 11.71203  -0.5484
H -9.88967 6.76344 10.16561  0.3244
H -9.21696 8.01879 9.10835  0.3051
H -10.87142 7.60313 8.99715  0.3300
H -10.25975 9.83418 10.12383  0.2248
H -12.02814 7.87430 11.53134  0.3180
H -12.62030 9.13316 10.36597  0.3382
H -12.06769 9.54153 11.93436  0.3545
H -9.75860 8.12866 12.26157  0.3352
C -8.69825 9.54895 1.24156  -1.2468
C -9.10267 8.78617 2.51001  0.4297
C -7.95474 8.29485 3.37054  -1.1493
O -9.82063 9.56369 3.34865  -0.5104
H -8.31188 8.90121 0.45463  0.3674
H -7.90252 10.25119 1.49008  0.2459
H -9.43589 10.18174 0.74805  0.3489
H -9.78198 7.99513 2.19235  0.2833
H -7.18285 9.05568 3.48632  0.2498
H -7.51647 7.43093 2.87086  0.3520
H -8.17592 7.92704 4.37249  0.3218
H -9.37083 10.40351 3.46694  0.3100
C -13.94076 14.34142 -4.21590  -1.3982
C -15.27052 14.06828 -3.52917  0.6492
C -15.19628 14.12542 -2.03209  -1.1917
O -16.19697 15.06967 -3.99204  -0.5687
H -13.18500 13.62180 -3.90110  0.3468
H -13.58714 15.35130 -4.00808  0.3754
H -14.02525 14.31667 -5.30234  0.3763
H -15.65611 13.10424 -3.86088  0.1274
H -14.71604 15.02099 -1.63787  0.3127
H -14.67403 13.22286 -1.71470  0.3419
H -16.18684 13.96238 -1.60748  0.3220
H -16.06129 15.36666 -4.89480  0.3066
C -17.69228 21.03977 6.76404  -1.2314
C -18.41171 21.72969 7.92575  0.4608
C -19.05713 23.01956 7.43919  -1.2636
O -19.45319 20.87246 8.28143  -0.5437
H -16.97111 21.78227 6.42240  0.3429
H -18.27546 20.62673 5.94100  0.3298
H -17.01384 20.28340 7.15867  0.3842
H -17.80548 21.98872 8.79379  0.2142
H -18.18790 23.57647 7.08936  0.3546
H -19.62756 23.57214 8.18575  0.3305
H -19.73691 22.72491 6.63972  0.3093
H -19.07635 20.00790 8.46070  0.3123
C -10.36651 15.23444 9.30297  -1.2523
C -10.48512 16.31883 8.24177  0.6050
C -11.01092 17.61661 8.71067  -1.4029
O -9.19797 16.47052 7.85231  -0.5275
H -9.80500 15.60874 10.15894  0.2937
H -9.78873 14.35401 9.02171  0.3160
H -11.30021 14.83567 9.69956  0.3657
H -11.03584 15.94400 7.37905  0.1812
H -12.07037 17.50847 8.94298  0.3569
H -11.02450 18.44900 8.00708  0.3582
H -10.49379 17.96208 9.60585  0.3580
H -8.74671 17.03767 8.48184  0.3458
C -16.31353 22.49560 0.16195  -1.2744
C -14.97256 21.86555 0.52115  0.6081
C -15.00626 20.46078 0.98480  -1.2215
O -14.15357 22.00165 -0.60153  -0.5477
H -16.16017 23.45393 -0.33422  0.3201
H -16.80276 22.52749 1.13546  0.3551
H -17.00494 21.90323 -0.43735  0.2947
H -14.62098 22.49401 1.33939  0.1775
H -14.02579 20.17839 1.36828  0.3588
H -15.16487 19.78884 0.14133  0.3166
H -15.81530 20.35678 1.70780  0.2951
H -13.27068 21.89282 -0.24062  0.3180
C -14.78795 7.44373 2.42506  -1.3133
C -15.47872 8.81876 2.05132  0.4744
C -16.45404 8.63659 0.88463  -1.2036
O -16.24990 9.29553 3.12170  -0.4798
H -14.29063 7.14343 1.50280  0.3413
H -15.58688 6.74152 2.66323  0.3301
H -14.07926 7.37741 3.25056  0.3330
H -14.65741 9.48466 1.78650  0.2730
H -17.32045 8.00114 1.06808  0.3224
H -15.86689 8.16892 0.09428  0.3636
H -16.75250 9.58861 0.44571  0.3038
H -16.11007 10.23994 3.22256  0.2532
C -5.81378 14.78894 4.32372  -1.3521
C -6.29482 13.33356 4.72923  0.4390
C -5.69138 12.86795 6.01586  -1.1849
O -7.65576 13.48172 4.90874  -0.5069
H -6.64468 15.24795 3.78800  0.3809
H -4.86454 14.65851 3.80406  0.4037
H -5.58838 15.34882 5.23136  0.2953
H -6.05051 12.68336 3.88919  0.3014
H -4.61847 13.04764 5.94741  0.3424
H -5.95242 11.85958 6.33702  0.3360
H -6.01771 13.46855 6.86491  0.2614
H -7.82373 14.26364 5.43977  0.2809
C -14.65844 15.16734 4.38524  -1.4523
C -14.89222 13.67607 4.68453  0.6009
C -14.11510 13.10500 5.89867  -1.2026
O -16.20098 13.52310 4.90355  -0.5256
H -15.07451 15.87348 5.10383  0.4026
H -15.15614 15.35050 3.43295  0.3662
H -13.58284 15.32326 4.30226  0.3550
H -14.64584 13.05415 3.82395  0.2231
H -14.36959 12.09819 6.22985  0.3496
H -14.34244 13.79072 6.71487  0.2319
H -13.06813 13.11570 5.59559  0.3176
H -16.51100 14.36385 5.24798  0.3340
C -18.48505 7.06707 7.11324  -1.1179
C -19.46935 8.08636 7.64333  0.2968
C -18.81326 9.30899 8.35647  -1.0660
O -20.17152 8.49661 6.49652  -0.5515
H -17.99190 6.67483 8.00265  0.3426
H -17.76222 7.59835 6.49408  0.2705
H -18.97420 6.29766 6.51589  0.3005
H -20.11281 7.57124 8.35657  0.3176
H -19.53027 10.07512 8.65150  0.2941
H -18.01242 9.68083 7.71733  0.2226
H -18.23008 9.06255 9.24375  0.3575
H -19.55205 8.76048 5.81225  0.3367
C -19.82000 16.86706 1.33434  -0.9104
C -20.24778 17.81090 0.15295  -0.2278
O -21.34630 17.35315 -0.59296  -0.5157
H -19.41886 17.47497 2.14530  0.2698
H -19.08187 16.09493 1.11740  0.2592
H -20.64229 16.29216 1.76027  0.3116
H -19.35507 18.09154 -0.40600  0.2673
H -20.58234 18.74420 0.60585  0.2498
H -21.04869 16.79505 -1.31517  0.2966